90
Properties=species:S:1:pos:R:3:forces:R:3:lowdin_charge:R:1 method="wB97M-V/def2-TZVPD" orbital_gap_ev=5.320 total_charge=+3 lumo_ev=-10.130 e_above_lowest_kj_mol=95.27
W -0.82156 0.58059 0.69047 1.076 0.026 1.523 1.475
S -0.71606 -1.93051 0.41047 0.373 1.521 -0.002 0.549
S 0.56954 1.83309 2.34007 0.108 -0.643 -0.717 0.503
P 2.01404 1.26809 0.93417 0.183 1.191 0.001 0.622
P 1.14894 -1.44571 -0.38923 -0.323 -0.568 -0.805 0.624
O -1.33566 0.97839 -1.02643 -0.632 0.187 -1.579 -0.290
O -1.23126 -0.26801 2.78817 -0.883 0.157 0.119 -0.418
N -2.13846 2.66739 1.18947 1.048 0.392 0.046 -0.056
N -3.75196 -0.05691 -0.16193 0.697 -0.158 1.033 0.145
N -2.88106 0.03259 0.79137 -0.829 -0.526 -1.576 -0.145
N -1.11586 3.19189 0.27627 -0.266 0.467 0.181 -0.072
C 2.25514 -3.26621 1.42997 -0.105 0.082 -0.083 -0.089
C 3.35524 5.03599 0.25737 -0.013 -0.034 0.069 -0.040
C -2.26836 0.68419 -1.92613 -1.319 -0.401 -0.067 -0.233
C -4.45756 -0.54811 4.61877 0.049 0.008 -0.116 -0.017
C -3.12856 0.72209 -4.17043 -0.040 -0.026 0.337 0.063
C -3.49506 0.11869 -1.44723 0.885 0.395 -0.657 -0.130
C 2.38114 2.92459 -1.27573 0.022 -0.201 0.139 -0.085
C 1.06114 0.30009 -0.17503 -0.669 -0.904 2.043 -0.623
C -0.35366 -1.03341 3.64677 0.751 -0.225 0.042 -0.064
C 5.75174 -0.27661 3.04327 -0.081 0.044 -0.064 -0.026
C -4.35986 0.18809 -3.75453 -0.326 -0.208 0.213 -0.145
C 1.10304 -3.21051 -2.52693 0.010 0.084 0.023 -0.061
C 3.45734 0.61919 1.80437 -0.494 0.009 -0.342 -0.348
C 2.79494 4.09399 -1.88923 -0.007 0.094 -0.087 -0.050
C -3.08146 -0.52521 4.41967 0.240 0.078 -0.072 0.016
C 2.95624 3.86699 0.87917 -0.023 -0.130 0.017 -0.085
C 3.32794 -3.95801 1.96307 -0.011 -0.095 0.073 -0.041
C 1.03004 -1.87421 -2.13863 0.239 0.274 0.487 -0.357
C -6.82296 -0.78811 -2.88853 0.260 0.074 0.245 -0.008
C 4.54954 -0.27461 3.73477 -0.009 -0.003 0.078 -0.038
C -5.33506 -0.35651 3.56087 0.095 -0.006 0.016 -0.029
C -2.12016 1.00869 -3.27463 0.473 0.128 0.301 0.020
C 5.80774 0.16069 1.72797 0.000 0.085 -0.046 -0.045
C -4.84706 -0.13731 2.28697 0.282 0.082 -0.125 0.015
C 3.28144 5.14419 -1.12493 -0.087 -0.066 -0.043 -0.034
C 3.39444 0.17489 3.12047 -0.117 0.021 0.008 -0.087
C 3.75724 -2.19381 -0.14773 -0.087 -0.083 -0.002 -0.086
C 2.47054 2.81209 0.10817 0.081 -0.512 0.008 -0.381
C -2.59246 -0.30871 3.14557 -0.665 0.127 -0.759 -0.210
C 0.67234 -1.19911 -4.40743 -0.030 -0.007 -0.053 -0.055
C 4.81894 -2.88531 0.40247 0.021 -0.022 -0.056 -0.045
C -5.80176 -0.62821 -1.97263 -0.230 -0.034 -0.102 0.000
C -3.46746 -0.12241 2.06487 0.144 -0.175 1.208 -0.200
C 0.95984 -3.53021 -3.86593 -0.030 -0.074 0.057 -0.035
C -4.57006 -0.11591 -2.37873 -0.056 -0.024 -0.293 -0.079
C 2.48084 -2.38791 0.37597 -0.446 0.559 -0.203 -0.357
C -6.62926 -0.48771 -4.24093 0.221 0.087 -0.228 -0.022
C 4.66034 0.60979 1.10067 -0.063 0.120 -0.006 -0.085
C 0.74524 -2.52771 -4.80233 -0.033 0.043 0.018 -0.031
C -5.41156 -0.02441 -4.67423 -0.125 -0.027 0.165 0.015
C 0.80424 -0.86871 -3.07183 0.078 0.017 0.177 -0.096
C 4.60394 -3.76411 1.45587 -0.067 0.030 -0.058 -0.025
H 3.16804 -4.66151 2.76467 -0.018 -0.073 0.089 0.121
H 1.25014 -3.42751 1.79557 -0.018 -0.031 0.105 0.082
H -2.98876 0.92429 -5.22293 0.060 0.110 -0.065 0.142
H 2.01154 2.08709 -1.85323 -0.011 0.016 -0.102 0.089
H -1.55136 3.48889 -0.60393 0.056 -0.348 0.312 0.119
H 4.51614 -0.59861 4.76307 0.009 -0.034 0.103 0.122
H -7.43876 -0.62121 -4.94163 -0.051 -0.020 -0.058 0.126
H -4.83976 -0.71411 5.61377 -0.012 -0.018 0.088 0.129
H 0.62764 -2.78721 -5.84403 0.046 -0.003 -0.071 0.123
H 5.81174 -2.75381 0.00317 0.120 0.017 -0.051 0.124
H 3.60214 6.05239 -1.60833 0.059 0.122 -0.061 0.123
H -5.24916 0.20709 -5.71533 0.008 0.012 -0.135 0.129
H 0.52334 -0.42261 -5.14063 -0.036 0.075 -0.124 0.115
H 5.43394 -4.31511 1.86927 0.089 -0.055 0.058 0.125
H -0.65996 4.02389 0.66447 -0.080 -0.355 0.062 0.110
H -6.40156 -0.38191 3.72927 -0.028 0.026 0.008 0.128
H 2.46624 0.22639 3.67407 -0.001 -0.051 0.018 0.074
H 6.74944 0.16969 1.20197 0.088 0.011 -0.072 0.125
H 2.74684 4.18559 -2.96353 0.000 0.014 -0.089 0.118
H -1.20696 1.48559 -3.59863 0.075 -0.019 -0.041 0.127
H 1.26214 -3.98481 -1.78973 0.079 -0.122 0.019 0.119
H 3.90204 -1.52071 -0.98253 0.114 0.018 -0.084 0.121
H -7.78626 -1.13861 -2.55333 -0.089 -0.098 0.022 0.125
H -3.07166 3.02919 0.94577 0.279 -0.545 -0.029 0.137
H 0.58784 -1.16821 3.10287 -0.274 0.054 0.158 0.060
H 6.65364 -0.59781 3.53657 0.137 -0.086 0.084 0.125
H -5.51156 0.01689 1.45167 -0.064 -0.008 0.014 0.112
H -5.95036 -0.88801 -0.93643 -0.071 -0.022 0.045 0.110
H -0.16916 -0.48771 4.57547 -0.072 0.030 -0.196 0.112
H -1.94226 3.03229 2.13097 -0.025 -0.207 -0.382 0.097
H 1.01504 -4.56131 -4.18223 0.005 -0.053 -0.006 0.124
H 3.01984 3.76249 1.95427 0.072 0.080 0.100 0.112
H -2.42556 -0.66751 5.26157 0.139 -0.040 0.088 0.127
H 0.73994 0.15819 -2.73143 0.053 0.059 -0.092 0.077
H -0.79106 -2.01171 3.86567 -0.089 0.208 -0.179 0.124
H 3.73024 5.85969 0.84387 0.047 0.070 0.073 0.123
H 4.68774 0.97789 0.08407 0.136 0.033 -0.090 0.120